Record 1
Density functional theory data (ωB97M-V/def2-TZVPD) for a structure of composition C38H103BF6HgN10O13S2.

Each line ends with the Löwdin charge.
Positions of all 174 atoms, in Å:
Hg (0.71, -2.95, 2.45)  1.1445
C (-0.43, 1.91, 0.39)  -0.7186
F (0.33, 3.02, 0.34)  0.1324
F (-0.50, 1.47, 1.64)  0.1422
F (-1.57, 2.04, -0.10)  0.2275
S (0.53, 0.56, -0.69)  0.6419
O (0.71, 0.93, -2.10)  -0.3110
O (1.76, 0.38, 0.03)  -0.3426
N (-0.43, -0.81, -0.37)  -0.3291
S (-1.48, -0.88, -1.52)  0.5577
O (-2.59, -1.66, -1.02)  -0.3311
O (-1.90, 0.36, -2.25)  -0.3239
C (-0.66, -2.14, -2.80)  -0.6089
F (0.31, -2.89, -2.21)  0.0934
F (-1.66, -3.04, -3.12)  0.0713
F (-0.23, -1.53, -3.85)  0.1741
B (3.34, -4.70, 0.79)  -0.2545
H (4.41, -4.56, 0.74)  -0.0067
H (2.80, -3.90, 0.31)  -0.0657
H (3.05, -5.66, 0.39)  -0.0040
H (3.05, -4.71, 1.83)  -0.0645
C (6.03, -0.83, 4.23)  -0.0478
C (5.04, -1.25, 5.33)  -0.4439
C (5.49, -0.73, 6.73)  -0.1720
O (5.80, 0.69, 6.63)  -0.2040
C (5.86, 1.33, 7.90)  -0.1141
N (3.74, -0.80, 4.96)  0.0332
H (5.88, -1.36, 3.29)  0.0800
H (7.04, -0.82, 4.65)  0.0810
H (5.89, 0.21, 3.93)  0.0771
H (4.93, -2.31, 5.54)  0.1275
H (6.41, -1.23, 7.05)  0.1186
H (4.74, -0.93, 7.50)  0.1146
H (6.25, 2.34, 7.78)  0.0856
H (6.55, 0.80, 8.57)  0.0843
H (4.88, 1.44, 8.36)  0.0827
H (3.24, -0.48, 5.78)  0.0686
H (3.85, 0.09, 4.50)  0.0711
C (-5.41, 10.48, -4.00)  -0.0710
C (-4.03, 9.95, -4.41)  -0.4580
C (-3.49, 9.02, -3.32)  -0.2012
O (-2.36, 8.30, -3.83)  -0.1991
C (-2.25, 7.02, -3.26)  -0.1230
N (-4.04, 9.21, -5.64)  0.0448
H (-6.09, 9.63, -3.97)  0.0787
H (-5.80, 11.31, -4.58)  0.0743
H (-5.29, 10.98, -3.04)  0.0732
H (-3.40, 10.84, -4.45)  0.1379
H (-4.29, 8.35, -2.98)  0.1175
H (-3.24, 9.58, -2.42)  0.1214
H (-1.86, 6.98, -2.25)  0.0896
H (-1.47, 6.52, -3.83)  0.0860
H (-3.08, 6.35, -3.50)  0.0917
H (-3.06, 8.97, -5.63)  0.0612
H (-4.45, 8.29, -5.57)  0.0754
C (3.61, -5.62, -6.25)  -0.0712
C (4.49, -5.39, -5.03)  -0.4199
C (4.66, -3.91, -4.40)  -0.1807
O (5.67, -3.90, -3.44)  -0.2004
C (5.96, -2.66, -2.89)  -0.1179
N (4.07, -6.33, -4.04)  0.0274
H (4.24, -5.01, -6.90)  0.0708
H (2.60, -5.21, -6.17)  0.0783
H (3.55, -6.65, -6.60)  0.0763
H (5.51, -5.66, -5.30)  0.1298
H (3.77, -3.44, -3.98)  0.1172
H (4.94, -3.23, -5.21)  0.1143
H (5.08, -2.15, -2.49)  0.0980
H (6.71, -2.21, -3.54)  0.0926
H (6.57, -2.96, -2.04)  0.0873
H (4.01, -7.28, -4.36)  0.0721
H (3.14, -6.08, -3.75)  0.0765
C (8.42, 6.21, -1.35)  -0.0646
C (7.59, 5.74, -2.58)  -0.4127
C (6.35, 6.64, -2.78)  -0.2220
O (5.60, 6.84, -1.60)  -0.1920
C (4.44, 7.73, -1.62)  -0.0728
N (8.52, 5.86, -3.70)  0.0141
H (9.24, 5.53, -1.10)  0.0666
H (7.78, 6.28, -0.48)  0.0709
H (8.98, 7.12, -1.56)  0.0784
H (7.26, 4.71, -2.46)  0.1299
H (5.77, 6.12, -3.54)  0.1182
H (6.75, 7.54, -3.26)  0.1191
H (3.66, 7.53, -2.35)  0.0791
H (4.77, 8.76, -1.76)  0.0800
H (3.94, 7.65, -0.66)  0.0801
H (8.44, 5.34, -4.56)  0.0685
H (9.45, 5.60, -3.40)  0.0591
C (1.83, 0.89, -7.95)  -0.0570
C (0.99, 2.17, -7.65)  -0.4001
C (-0.52, 2.01, -7.27)  -0.2401
O (-1.11, 1.00, -8.01)  -0.2047
C (-2.51, 0.66, -7.68)  -0.0470
N (1.59, 2.87, -6.54)  0.0064
H (1.45, 0.51, -8.89)  0.0667
H (1.79, 0.10, -7.20)  0.0701
H (2.91, 1.04, -7.91)  0.0649
H (0.91, 2.92, -8.43)  0.1306
H (-0.99, 2.99, -7.31)  0.1155
H (-0.63, 1.76, -6.21)  0.1156
H (-2.99, 1.62, -7.87)  0.0855
H (-2.65, 0.08, -6.77)  0.0843
H (-2.92, -0.03, -8.42)  0.0738
H (1.77, 2.32, -5.71)  0.0738
H (2.45, 3.34, -6.79)  0.0662
C (-5.91, -11.02, -2.47)  -0.0316
C (-5.08, -10.10, -3.50)  -0.3894
C (-4.19, -8.95, -3.14)  -0.2295
O (-4.82, -7.89, -2.43)  -0.1860
C (-5.92, -7.21, -3.11)  -0.0886
N (-4.33, -11.09, -4.32)  0.0125
H (-5.23, -11.35, -1.68)  0.0686
H (-6.52, -11.84, -2.85)  0.0698
H (-6.50, -10.35, -1.85)  0.0582
H (-5.72, -9.58, -4.21)  0.1101
H (-3.81, -8.45, -4.03)  0.1188
H (-3.24, -9.22, -2.69)  0.1235
H (-6.26, -6.38, -2.49)  0.0846
H (-6.87, -7.71, -3.31)  0.0743
H (-5.60, -6.87, -4.09)  0.0850
H (-4.28, -10.72, -5.26)  0.0633
H (-4.70, -12.03, -4.34)  0.0563
C (-2.87, 6.36, 5.01)  -0.0750
C (-2.62, 6.35, 6.46)  -0.5446
C (-3.83, 5.92, 7.35)  -0.1590
O (-4.90, 6.80, 7.69)  -0.1633
C (-4.54, 8.18, 7.80)  -0.1182
N (-1.48, 5.59, 6.59)  0.0309
H (-3.54, 7.18, 4.74)  0.0851
H (-3.20, 5.38, 4.68)  0.0909
H (-1.97, 6.60, 4.44)  0.0819
H (-2.35, 7.38, 6.70)  0.1235
H (-3.43, 5.54, 8.29)  0.1140
H (-4.21, 5.01, 6.89)  0.1194
H (-3.70, 8.57, 8.38)  0.0856
H (-5.41, 8.67, 8.24)  0.0848
H (-4.43, 8.63, 6.81)  0.0783
H (-0.80, 6.18, 6.13)  0.0843
H (-1.15, 5.75, 7.53)  0.0816
C (-4.83, -1.98, 4.23)  -0.0660
C (-3.95, -0.90, 4.73)  -0.4746
C (-4.65, 0.11, 5.69)  -0.1611
O (-5.10, -0.42, 6.95)  -0.2050
C (-5.75, 0.56, 7.77)  -0.1030
N (-2.72, -1.38, 5.25)  0.0236
H (-5.19, -2.44, 5.15)  0.0840
H (-4.37, -2.61, 3.47)  0.0825
H (-5.70, -1.59, 3.70)  0.0843
H (-3.46, -0.49, 3.85)  0.1351
H (-5.51, 0.63, 5.28)  0.1235
H (-3.83, 0.76, 6.00)  0.1134
H (-6.31, 0.05, 8.55)  0.0869
H (-6.40, 1.30, 7.29)  0.0828
H (-4.98, 1.17, 8.24)  0.0799
H (-2.35, -0.64, 5.82)  0.0652
H (-2.93, -1.96, 6.05)  0.0692
C (-2.17, -8.44, 2.46)  -0.0744
C (-1.55, -7.21, 3.05)  -0.4050
C (-0.30, -7.38, 3.94)  -0.1789
O (0.21, -6.09, 4.32)  -0.2131
C (0.84, -6.19, 5.54)  -0.1691
N (-1.12, -6.30, 1.90)  0.0594
H (-3.14, -8.17, 2.06)  0.0884
H (-2.45, -9.17, 3.22)  0.0791
H (-1.50, -9.07, 1.87)  0.0882
H (-2.32, -6.70, 3.62)  0.1380
H (0.43, -8.03, 3.46)  0.1317
H (-0.56, -7.90, 4.86)  0.1179
H (1.19, -5.24, 5.93)  0.0845
H (1.75, -6.79, 5.47)  0.0897
H (0.36, -6.64, 6.42)  0.0876
H (-0.66, -6.97, 1.31)  0.0676
H (-2.01, -6.20, 1.43)  0.0659

Values from the calculation:
E_LUMO	-6.4	eV
energy relative to the best compared isomer or geometry (same formula, charge and spin)	261.0	kcal/mol
E_HOMO	-8.4	eV

***

Record 2
Density functional theory data (ωB97M-V/def2-TZVPD) for a structure of composition C38H103BaN9O13V.

Each line ends with the Löwdin spin population.
Positions of all 165 atoms, in Å:
O (16.22, 4.30, -22.11)  0.0005
V (14.72, 4.90, -22.06)  -0.0003
O (13.92, 3.88, -21.27)  0.0006
Ba (14.12, 0.86, -26.12)  0.0117
O (14.69, 3.15, -27.58)  0.6569
C (14.79, 4.36, -26.78)  0.0672
C (13.96, 4.55, -25.43)  0.0313
O (14.35, 3.93, -24.19)  0.0511
H (14.52, 5.23, -27.38)  0.0386
H (15.81, 4.67, -26.59)  0.0017
H (12.89, 4.48, -25.62)  0.0006
H (14.13, 5.55, -25.04)  0.0013
C (10.67, 2.07, -22.88)  0.0000
C (11.35, 1.25, -23.99)  0.0000
C (10.96, 1.94, -25.29)  0.0000
O (11.50, 1.36, -26.49)  -0.0001
C (11.14, 2.05, -27.69)  -0.0006
N (12.84, 1.34, -23.78)  0.0002
H (10.93, 3.12, -22.90)  0.0000
H (10.99, 1.76, -21.89)  0.0000
H (9.58, 2.01, -22.89)  0.0000
H (10.93, 0.25, -23.96)  0.0000
H (11.33, 2.95, -25.17)  0.0000
H (9.88, 1.81, -25.36)  0.0000
H (10.07, 2.18, -27.87)  0.0000
H (11.63, 1.51, -28.49)  -0.0001
H (11.49, 3.08, -27.72)  -0.0003
H (13.08, 1.03, -22.85)  0.0000
H (13.13, 2.30, -23.70)  -0.0001
C (16.41, 9.03, -22.06)  0.0000
C (16.15, 7.63, -21.62)  0.0000
C (15.07, 7.62, -20.47)  0.0000
O (14.92, 6.20, -20.18)  0.0000
C (15.02, 5.88, -18.80)  0.0000
N (15.63, 6.88, -22.81)  0.0000
H (17.24, 9.14, -22.76)  0.0000
H (16.59, 9.67, -21.19)  0.0000
H (15.55, 9.50, -22.54)  0.0000
H (17.02, 7.13, -21.22)  0.0000
H (14.13, 8.05, -20.81)  0.0000
H (15.39, 8.17, -19.59)  0.0000
H (14.19, 6.28, -18.22)  0.0000
H (15.99, 6.15, -18.39)  0.0000
H (14.91, 4.80, -18.81)  0.0000
H (15.01, 7.49, -23.33)  0.0000
H (16.37, 6.78, -23.50)  0.0000
C (18.63, 5.59, -24.42)  0.0000
C (19.31, 5.16, -25.68)  0.0000
C (20.78, 4.80, -25.44)  0.0000
O (21.49, 5.96, -25.11)  0.0000
C (22.88, 5.73, -25.03)  0.0000
N (18.65, 4.02, -26.30)  0.0001
H (17.61, 5.91, -24.64)  0.0000
H (19.26, 6.36, -23.99)  0.0000
H (18.42, 4.72, -23.80)  0.0000
H (19.31, 6.04, -26.33)  0.0000
H (21.24, 4.33, -26.31)  0.0000
H (20.89, 4.05, -24.66)  0.0000
H (23.28, 5.66, -26.05)  0.0000
H (23.21, 4.85, -24.47)  0.0000
H (23.31, 6.64, -24.62)  0.0000
H (19.05, 3.72, -27.18)  0.0000
H (17.74, 4.36, -26.58)  0.0000
C (18.56, -0.19, -28.57)  0.0002
C (17.95, 1.10, -28.09)  0.0001
C (18.33, 2.28, -28.97)  -0.0003
O (19.72, 2.53, -28.77)  -0.0001
C (20.30, 3.41, -29.77)  0.0000
N (16.49, 0.89, -27.94)  0.0008
H (18.38, -0.29, -29.64)  0.0000
H (18.21, -1.04, -28.00)  0.0000
H (19.65, -0.24, -28.44)  0.0000
H (18.27, 1.24, -27.06)  0.0000
H (17.65, 3.09, -28.68)  -0.0004
H (18.15, 1.98, -30.00)  0.0000
H (19.62, 4.24, -29.97)  0.0000
H (20.45, 2.93, -30.73)  0.0000
H (21.25, 3.78, -29.38)  0.0000
H (16.22, 0.51, -28.84)  0.0002
H (16.02, 1.77, -27.82)  -0.0005
C (11.05, 7.06, -24.04)  0.0001
C (12.02, 7.20, -22.88)  0.0000
C (11.38, 7.95, -21.69)  0.0000
O (11.19, 9.30, -22.13)  0.0000
C (9.83, 9.56, -22.45)  0.0000
N (12.45, 5.82, -22.55)  0.0000
H (11.38, 6.52, -24.92)  0.0001
H (11.00, 8.09, -24.39)  0.0000
H (10.05, 6.71, -23.79)  0.0000
H (12.83, 7.82, -23.26)  0.0000
H (12.09, 8.02, -20.87)  0.0000
H (10.52, 7.39, -21.31)  0.0000
H (9.25, 8.85, -23.05)  0.0000
H (9.80, 10.56, -22.88)  0.0000
H (9.20, 9.69, -21.57)  0.0000
H (11.64, 5.37, -22.14)  0.0000
H (12.53, 5.39, -23.46)  0.0000
C (12.83, 3.80, -30.82)  -0.0002
C (14.31, 3.92, -31.07)  0.0115
C (14.91, 5.29, -30.65)  0.0069
O (16.22, 5.40, -31.20)  0.0010
C (16.95, 6.17, -30.24)  0.0003
N (14.92, 2.80, -30.43)  0.1063
H (12.50, 2.77, -30.92)  0.0002
H (12.23, 4.42, -31.48)  -0.0001
H (12.67, 4.02, -29.76)  -0.0001
H (14.59, 3.92, -32.13)  0.0063
H (14.81, 5.33, -29.57)  0.0006
H (14.30, 6.05, -31.15)  0.0002
H (16.57, 7.12, -29.87)  0.0000
H (17.92, 6.44, -30.65)  0.0001
H (17.08, 5.55, -29.35)  0.0001
H (14.56, 2.75, -29.49)  -0.0004
H (15.87, 3.01, -30.16)  0.0014
C (16.10, 8.37, -26.88)  0.0003
C (15.64, 9.03, -25.57)  0.0001
C (15.39, 10.54, -25.63)  0.0000
O (14.36, 10.93, -26.62)  0.0000
C (13.91, 12.26, -26.44)  0.0000
N (14.46, 8.31, -25.03)  0.0002
H (16.10, 7.28, -26.82)  0.0002
H (17.05, 8.74, -27.25)  0.0000
H (15.47, 8.66, -27.72)  0.0000
H (16.45, 8.98, -24.83)  0.0000
H (16.27, 11.13, -25.92)  0.0000
H (15.20, 10.81, -24.59)  0.0000
H (13.64, 12.41, -25.39)  0.0000
H (12.97, 12.36, -26.98)  0.0000
H (14.53, 13.08, -26.80)  0.0000
H (14.52, 7.40, -25.48)  0.0002
H (13.68, 8.82, -25.40)  0.0000
C (12.33, 7.72, -28.10)  0.0015
C (12.00, 7.71, -29.63)  0.0002
C (10.63, 8.21, -30.00)  0.0001
O (10.22, 7.61, -31.25)  0.0000
C (8.84, 7.82, -31.61)  0.0000
N (13.01, 8.53, -30.33)  0.0001
H (11.52, 7.22, -27.56)  0.0000
H (12.58, 8.67, -27.62)  0.0001
H (13.27, 7.17, -28.10)  0.0012
H (12.07, 6.71, -30.06)  0.0000
H (10.60, 9.30, -30.06)  0.0000
H (9.98, 8.02, -29.15)  0.0000
H (8.70, 7.21, -32.50)  0.0000
H (8.70, 8.87, -31.85)  0.0000
H (8.09, 7.63, -30.84)  0.0000
H (13.92, 8.08, -30.27)  0.0000
H (12.77, 8.58, -31.31)  0.0000
C (17.74, 1.69, -22.57)  0.0000
C (17.16, 0.88, -23.74)  0.0002
C (16.27, -0.39, -23.44)  0.0000
O (15.78, -1.04, -24.68)  0.0002
C (16.73, -1.84, -25.36)  0.0000
N (16.37, 1.71, -24.68)  0.0004
H (16.95, 1.87, -21.83)  0.0000
H (18.22, 2.60, -22.94)  0.0000
H (18.54, 1.14, -22.09)  0.0000
H (17.92, 0.57, -24.46)  0.0000
H (15.51, 0.00, -22.76)  0.0000
H (16.69, -1.19, -22.82)  0.0000
H (17.72, -1.41, -25.31)  0.0000
H (16.46, -1.89, -26.42)  0.0000
H (16.77, -2.80, -24.83)  0.0000
H (15.85, 2.49, -24.28)  0.0001
H (17.03, 2.25, -25.21)  0.0000

Values from the calculation:
E_LUMO (spin up / spin down)	-4.3 / -8.4	eV
spin multiplicity	2
total charge	+2
E_HOMO (spin up / spin down)	-12.8 / -12.7	eV

***

Asked for strongest force on any atom across the records above, the calculation gives 0.120, 0.084 Eh/bohr in order.
Asked for electronic energy across the records above, the calculation gives -125397.719, -107468.387 eV in order.